(1)
49
Properties=species:S:1:pos:R:3 method="wB97M-V/def2-TZVPD" charge=+1 homo_ev="-10.42 / -11.04" e_above_lowest_kcal_mol=22.6
C -0.9834 -1.9284 -3.0992
C -1.1022 -1.1232 -4.3393
H -1.0808 -2.9856 -3.3804
H -1.8523 -1.7600 -2.4566
C -1.1754 0.2548 -4.2578
C -0.8616 0.8849 -3.0516
H -1.1399 0.4304 -2.0923
H -0.5875 1.9349 -3.0797
C -1.2191 -1.7865 -5.6720
H -0.9437 -2.8508 -5.5939
H -0.5235 -1.3257 -6.3965
H -2.2165 -1.7736 -6.1538
C -1.4912 1.1466 -5.4508
H -2.5092 1.0004 -5.8367
H -0.7816 1.0085 -6.2794
H -1.4120 2.1879 -5.1199
Li -0.4615 -0.4935 2.5075
O -0.0083 -0.8685 0.5993
C 0.7295 -0.3487 -0.2749
O 0.9102 0.8257 2.4134
C 1.6559 1.1469 1.4808
O 2.6238 2.0463 1.6585
N 1.6089 0.7111 0.1625
C 3.3046 2.2886 0.3852
C 2.5290 1.5184 -0.6587
H 4.3390 1.9361 0.4916
H 3.3064 3.3790 0.2390
H 3.2159 0.9385 -1.2754
H 1.9901 2.2516 -1.2885
C 0.7551 -0.5805 -1.6669
C 0.3478 -1.8150 -2.3613
H 1.5484 -0.0089 -2.1345
H 0.3530 -2.6564 -1.6519
H 1.1672 -1.9949 -3.0835
N 0.3950 -1.2873 4.3126
C -0.2718 -1.3216 5.6139
C -0.8237 0.0208 6.1217
C -0.9988 1.1598 5.1192
N -1.6597 0.7192 3.8756
H 1.0924 -0.5366 4.2712
H 0.8980 -2.1570 4.1374
H -1.0922 -2.0392 5.5339
H 0.4375 -1.7167 6.3621
H -1.7973 -0.1833 6.5836
H -0.1706 0.3776 6.9286
H -1.5749 1.9637 5.5957
H -0.0296 1.5797 4.8399
H -1.8853 1.5362 3.3009
H -2.5541 0.2942 4.1215


(2)
47
Properties=species:S:1:pos:R:3 method="wB97M-V/def2-TZVPD" homo_ev=-8.00 e_above_lowest_kcal_mol=30.6
C 3.5445 -2.1495 0.0161
C 2.3723 -2.6893 0.2948
C 1.2179 -2.7123 -0.6721
N 1.0668 -1.4665 -1.3776
C 0.6197 -0.2609 -0.9017
C 0.1057 -0.0670 0.4814
C -1.4090 -0.3737 0.4962
C -2.2401 0.6343 -0.2953
C -3.6604 0.1421 -0.5953
C -4.4755 -0.0421 0.6827
C -4.3622 1.1318 -1.5232
C 0.3894 1.3447 1.0035
C 1.8181 1.6044 1.5273
C 2.8690 1.4314 0.4276
C 2.1572 0.7190 2.7274
O 1.8585 2.9374 2.0208
N 0.6404 0.6399 -1.8333
N 1.1265 0.0186 -2.9361
C 1.4059 -1.2864 -2.6993
S 2.0004 -2.4053 -3.7401
H 4.3543 -2.1501 0.7244
H 3.7482 -1.7000 -0.9424
H 2.1918 -3.1642 1.2491
H 1.3990 -3.4715 -1.4449
H 0.2852 -2.9534 -0.1556
H 0.5965 -0.7984 1.1299
H -1.7365 -0.3947 1.5362
H -1.5694 -1.3709 0.0765
H -2.3028 1.5732 0.2563
H -1.7344 0.8407 -1.2408
H -3.5932 -0.8243 -1.1089
H -4.5126 0.8888 1.2445
H -4.0453 -0.8127 1.3169
H -5.4945 -0.3352 0.4405
H -4.4484 2.1042 -1.0429
H -5.3617 0.7820 -1.7703
H -3.8036 1.2546 -2.4482
H -0.2922 1.5537 1.8306
H 0.1803 2.0553 0.2017
H 2.5949 2.0031 -0.4571
H 2.9687 0.3855 0.1523
H 3.8311 1.7858 0.7913
H 1.3692 0.7819 3.4725
H 2.2954 -0.3153 2.4276
H 3.0787 1.0785 3.1765
H 1.7099 3.5423 1.2857
H 1.2465 0.5105 -3.8050


(3)
49
Properties=species:S:1:pos:R:3 method="wB97M-V/def2-TZVPD" spin_multiplicity=3 homo_ev="-6.51 / -9.22"
Ti -0.3458 -0.8723 -0.1452
C -3.9190 -0.0737 -0.5567
C -2.8093 -0.0791 0.4663
C -2.1414 1.0864 0.8821
C -2.4011 2.4264 0.2375
C -1.2172 1.0351 1.9452
C -0.5576 2.3213 2.3666
C -0.8843 -0.1887 2.5310
C 0.1473 -0.3010 3.6227
C -1.4213 -1.3742 1.9800
C -0.8060 -2.6988 2.3997
C -2.4389 -1.3240 1.0152
C -3.1521 -2.5764 0.5455
H -3.6530 -0.6706 -1.4305
H -4.1765 0.9228 -0.8978
H -4.8232 -0.5115 -0.1302
H -2.9645 3.0824 0.9046
H -2.9463 2.3448 -0.6960
H -1.4578 2.9285 0.0193
H -1.2994 3.0963 2.5611
H 0.0928 2.6800 1.5655
H 0.0603 2.2097 3.2490
H 1.1436 -0.4452 3.1940
H -0.0684 -1.1512 4.2669
H 0.1706 0.5831 4.2525
H -1.2338 -3.0506 3.3424
H 0.2684 -2.5886 2.5452
H -0.9419 -3.4721 1.6513
H -3.0275 -2.7158 -0.5308
H -4.2217 -2.4952 0.7442
H -2.7847 -3.4662 1.0418
O 3.0869 -2.2648 1.1386
Se 2.3386 -1.5549 -0.0956
O 0.9092 -2.3790 -0.5166
O 1.5483 -0.1187 0.3612
O 3.2603 -1.3241 -1.3986
C -1.6462 1.3292 -3.3080
P -0.4910 0.1226 -2.5765
C 1.1357 0.8991 -2.8366
C -0.4642 -1.2312 -3.7988
H -1.3661 1.5567 -4.3369
H -1.6070 2.2425 -2.7131
H -2.6658 0.9441 -3.2832
H 1.2583 1.1940 -3.8812
H 1.9221 0.1956 -2.5506
H 1.2350 1.7705 -2.1890
H -0.1967 -0.8623 -4.7902
H -1.4385 -1.7192 -3.8489
H 0.2780 -1.9615 -3.4739